Computed, not measured: a 13-piece molecular cluster, C28H80BrFNO14S overall at a distorted geometry, with ωB97M-V/def2-TZVPD.

Summary:
* HOMO: -11.7002 eV
* E_tot: -5294.4738 hartree
* total charge: +1
* HOMO-LUMO gap: 0.279 Eh
* M: 785.910 u
* ΔE to the lowest compared entry with this formula, charge and spin: 0.0000 eV

The geometry in XYZ format:
```
126
Properties=species:S:1:pos:R:3:forces:R:3
C 3.15604 -3.92012 2.36083 -0.3 -0.1 0.7
C 1.82559 -4.72875 2.51497 0.6 0.2 0.1
S 0.74288 -4.64823 1.02761 -0.1 0.0 0.2
C -0.75141 -3.67223 1.45771 -0.6 0.7 0.3
C -0.93915 -2.43606 0.50375 2.1 -0.6 -0.1
C -0.38710 -2.63878 -0.93550 -0.3 -1.2 -0.3
O -0.82831 -1.66177 -1.88763 -0.4 0.3 1.0
C -1.22912 -0.44465 -1.30413 -0.7 0.6 0.1
O -0.19379 0.30203 -0.72407 -0.3 -0.7 -0.6
C 0.94766 0.40915 -1.58835 1.3 1.1 0.8
C 2.16068 -0.29740 -0.90441 0.6 0.0 -0.9
C 3.10245 -0.83788 -2.04774 -0.5 0.2 1.2
C 3.02681 0.64491 0.01183 -1.3 -0.5 0.1
C 2.21801 1.70557 0.81392 1.2 0.4 1.3
C 3.29350 2.57523 1.60675 0.1 -0.8 -0.7
C 1.22830 1.09191 1.87594 -0.6 0.8 -0.9
C -2.31270 -0.59242 -0.17630 -0.6 1.6 -0.8
C -3.70265 -0.04229 -0.62219 0.2 0.4 0.7
C -4.65511 -0.03123 0.60824 -0.1 0.5 0.1
F -5.70844 -0.94982 0.51273 0.5 0.0 0.0
N -2.35650 -1.98319 0.39399 0.5 0.6 0.6
Br -3.51196 -3.17290 -0.49975 -0.1 -0.3 -0.1
H 3.84684 -4.39328 1.63810 -0.6 0.4 0.1
H 2.96283 -2.86119 2.09980 0.2 -0.5 -0.1
H 3.68963 -3.91724 3.33724 -0.4 -0.1 -0.5
H 2.09904 -5.79609 2.63706 -0.4 0.6 0.0
H 1.24405 -4.41313 3.40201 0.3 -0.2 -0.5
H -0.70177 -3.24880 2.48771 0.2 -0.5 -0.6
H -1.66569 -4.30610 1.43870 0.7 0.2 -0.2
H -0.37558 -1.59927 0.97637 -0.6 -0.2 -0.3
H -0.78095 -3.61902 -1.29361 0.2 0.6 0.1
H 0.71305 -2.74156 -0.97161 -0.6 0.3 0.4
H -1.70219 0.16581 -2.10382 0.3 -0.6 0.1
H 1.20128 1.49388 -1.63208 -0.3 -0.6 -0.1
H 0.75765 0.09743 -2.63162 -0.1 -0.3 0.6
H 1.80103 -1.12006 -0.24497 0.0 0.4 -0.6
H 4.04431 -1.12760 -1.54390 -0.4 0.0 -0.7
H 3.28579 0.01685 -2.72590 0.1 -0.5 0.1
H 2.65251 -1.68617 -2.60013 0.3 0.4 0.2
H 3.85064 1.07616 -0.58651 -0.5 0.1 0.3
H 3.50034 -0.01957 0.77104 0.0 0.5 -0.5
H 1.65410 2.41850 0.18044 0.3 -0.6 0.1
H 4.30102 2.33682 1.19624 -0.5 0.5 0.2
H 3.32997 2.25730 2.66801 -0.1 0.5 -0.5
H 3.10285 3.65361 1.48066 0.2 -0.5 0.4
H 0.19579 1.30556 1.51491 0.5 -0.5 0.3
H 1.31299 1.65090 2.82878 0.1 -0.7 -0.4
H 1.36206 0.00108 2.00875 0.0 0.6 0.1
H -1.99742 0.06103 0.66943 0.1 -0.6 -0.4
H -3.53847 1.03220 -0.89822 0.0 -0.9 0.1
H -4.10708 -0.54198 -1.51997 0.1 0.1 0.5
H -4.07863 -0.25410 1.53590 -0.5 -0.1 -0.4
H -5.11441 0.95883 0.79350 0.2 -0.5 -0.4
H -2.71251 -1.90862 1.35579 -0.2 -0.1 -0.2
C 1.22870 -2.35134 5.22773 0.1 -0.3 -0.3
O 0.96861 -1.56911 4.05233 -0.5 0.1 0.1
H 0.71600 -1.89368 6.07245 -0.1 0.0 -0.1
H 0.85226 -3.36858 5.08561 0.1 0.0 0.3
H 2.29995 -2.37827 5.42543 -0.1 -0.3 0.2
H 1.43002 -1.98985 3.32120 0.2 0.1 0.0
C -2.23353 3.55324 -1.32320 0.1 0.1 0.3
O -3.05247 3.85421 -0.19608 -0.2 -0.3 -0.1
H -2.87526 3.25192 -2.14974 0.0 0.1 0.0
H -1.65937 4.43340 -1.61998 0.0 -0.1 -0.2
H -1.55104 2.73210 -1.07597 0.1 0.0 -0.2
H -2.47070 4.11801 0.52047 0.0 0.1 0.1
C 7.09662 0.13139 0.37977 0.1 -0.2 -0.2
O 6.04334 -0.47903 -0.36413 -0.1 0.0 0.1
H 6.66523 0.89485 1.02450 -0.1 0.0 -0.1
H 7.60344 -0.61452 0.99673 0.1 0.1 0.1
H 7.81457 0.59840 -0.29821 0.1 0.1 0.1
H 6.44148 -1.14833 -0.92622 0.0 0.0 -0.1
C 3.51193 5.65750 -0.83252 0.0 0.3 0.2
O 3.86097 5.83209 0.53650 0.0 -0.2 -0.1
H 3.67280 4.61366 -1.09804 0.0 0.0 0.1
H 2.45928 5.90984 -0.98898 0.0 -0.1 -0.2
H 4.13992 6.28913 -1.46538 -0.1 -0.1 -0.1
H 3.71369 6.75535 0.75350 0.0 0.1 0.1
C -8.10512 1.56124 -0.67058 0.0 -0.3 0.1
O -7.41770 0.55447 -1.40736 0.1 0.1 -0.1
H -8.15618 2.46102 -1.27985 0.0 -0.1 0.0
H -9.11890 1.22936 -0.43522 0.0 0.2 0.1
H -7.56730 1.78476 0.25573 -0.1 0.1 0.0
H -7.38273 -0.22989 -0.85442 0.0 -0.1 0.0
C 0.32427 0.38737 -5.60600 -0.1 -0.1 0.3
O -1.05474 0.08338 -5.40459 0.0 0.2 -0.3
H 0.49754 0.54864 -6.66830 -0.1 0.0 0.0
H 0.58575 1.29522 -5.05302 0.2 0.0 -0.1
H 0.94060 -0.44837 -5.26393 0.2 0.1 -0.1
H -1.18148 -0.05583 -4.46272 -0.3 -0.1 0.0
C -3.10533 -1.66424 4.22323 0.4 -0.1 0.1
O -2.26604 -1.41769 5.33151 -0.1 0.0 -0.1
H -4.13638 -1.46165 4.50436 0.1 0.0 0.0
H -2.82126 -1.00328 3.39066 -0.1 0.0 -0.1
H -3.01539 -2.71238 3.91514 -0.2 0.0 -0.2
H -1.36611 -1.60780 5.04448 0.1 0.1 0.1
C -3.70474 -0.75196 -7.83989 0.2 0.2 0.2
O -3.41511 0.63369 -7.94352 -0.1 0.0 -0.1
H -4.18514 -1.08119 -8.75904 0.0 0.1 0.0
H -2.77873 -1.31479 -7.69682 -0.1 -0.2 0.0
H -4.38149 -0.92702 -6.99775 0.0 -0.2 0.0
H -2.99308 0.89404 -7.11988 0.1 0.0 0.0
C -0.73353 4.28163 -5.86692 -0.1 -0.3 -0.1
O -1.55029 3.28979 -5.25115 0.0 0.1 0.1
H -0.90713 5.23189 -5.36611 0.0 -0.1 0.0
H 0.32264 4.01307 -5.77146 0.0 0.2 -0.1
H -0.99348 4.38031 -6.92343 0.1 0.1 0.0
H -1.38309 2.45932 -5.70729 -0.1 -0.2 0.1
C 5.38130 -3.41841 5.89322 -0.1 0.0 0.3
O 4.01592 -3.71274 6.17994 0.0 0.0 -0.3
H 5.48910 -3.29306 4.81709 -0.1 0.0 0.0
H 5.67949 -2.49402 6.39309 0.1 0.0 -0.1
H 6.02107 -4.23986 6.22403 0.1 0.1 -0.1
H 3.94079 -3.81869 7.13128 -0.1 0.0 0.1
C -4.82275 0.79697 -4.15076 -0.2 -0.2 -0.1
O -3.94007 -0.32207 -4.01872 0.2 0.1 0.3
H -4.35104 1.66424 -3.69183 0.1 -0.1 0.0
H -5.00649 1.00704 -5.20667 0.0 0.1 0.0
H -5.76947 0.59339 -3.64394 0.0 0.2 0.0
H -4.37157 -1.07464 -4.43002 0.1 -0.1 -0.1
C 2.11811 1.24197 6.79426 0.0 -0.2 -0.2
O 2.51585 -0.12276 6.70766 0.1 0.1 0.1
H 2.51843 1.65984 7.71542 0.0 -0.1 0.0
H 2.51363 1.80465 5.94434 -0.1 0.1 0.1
H 1.02723 1.31644 6.81164 0.0 0.2 0.0
H 2.15490 -0.47709 5.89000 0.1 0.2 0.1
```
Positions in Å, forces in eV/Å.